{
  "formula": "C23H20MoN2O6S",
  "method": "ωB97M-V with the def2-TZVPD basis set",
  "homo_lumo_gap_ev": [5.98, 6.21],
  "largest_force_ev_per_a": 0.56,
  "multiplicity": 3,
  "species": ["Mo", "O", "C", "O", "C", "C", "C", "C", "C", "N", "C", "O", "O", "H", "H", "H", "H", "O", "C", "O", "C", "C", "C", "C", "C", "C", "S", "H", "H", "H", "H", "C", "N", "C", "C", "C", "C", "C", "C", "C", "C", "H", "H", "H", "H", "H", "H", "H", "H", "H", "H", "H", "H"],
  "xyz": [[-0.798260, 0.497203, -0.245636], [-0.831319, 4.449798, -1.609854], [-1.029424, 3.338262, -0.913395], [-0.615043, 2.212669, -1.347758], [-1.718864, 3.324390, 0.326496], [-2.313254, 4.368152, 1.057356], [-2.956972, 4.059957, 2.228314], [-3.045764, 2.713012, 2.658674], [-2.464184, 1.745396, 1.892095], [-1.787271, 2.046036, 0.768086], [-2.541434, 0.253116, 2.105648], [-3.017096, -0.255403, 3.083208], [-2.037870, -0.386872, 1.058058], [-0.306872, 4.231534, -2.395642], [-2.257130, 5.380705, 0.686226], [-3.417259, 4.842223, 2.814709], [-3.573420, 2.424835, 3.555728], [1.669833, 0.970174, -3.113964], [0.932497, 0.137820, -2.650663], [0.767465, 0.012421, -1.328554], [0.151908, -0.818643, -3.486422], [0.685111, -1.143378, -4.732512], [0.052687, -2.042625, -5.567087], [-1.145965, -2.619496, -5.160971], [-1.695688, -2.291368, -3.937149], [-1.058555, -1.385566, -3.083971], [-1.932104, -1.064967, -1.583960], [1.614583, -0.673988, -5.023838], [0.483749, -2.295785, -6.525247], [-1.655467, -3.326558, -5.801417], [-2.633014, -2.735024, -3.629501], [2.638265, -3.310247, 2.004386], [1.447865, -3.056420, 1.224781], [1.782203, -2.658191, -0.127785], [0.480418, -2.168692, 1.856951], [0.955815, -0.743704, 2.102725], [1.802153, -0.508940, 3.189368], [2.370243, 0.729032, 3.431652], [2.115445, 1.781226, 2.564425], [1.264766, 1.579101, 1.488773], [0.652910, 0.343354, 1.279075], [3.198554, -4.129911, 1.549836], [2.366419, -3.611651, 3.017391], [3.319306, -2.446725, 2.071558], [2.396070, -3.434560, -0.587407], [2.336050, -1.708995, -0.178791], [0.874077, -2.546229, -0.723138], [0.198958, -2.607775, 2.818060], [-0.415227, -2.171013, 1.236989], [2.018719, -1.329119, 3.864063], [3.016577, 0.869378, 4.286886], [2.568079, 2.750995, 2.722710], [1.086750, 2.411080, 0.810457]],
  "atomic_forces_ev_per_a": [[0.213, 0.082, -0.441], [-0.031, -0.144, 0.100], [-0.084, 0.057, 0.151], [0.009, -0.039, -0.011], [0.095, 0.161, -0.221], [0.018, -0.044, -0.014], [0.031, -0.164, 0.008], [0.015, 0.106, -0.055], [-0.105, -0.064, -0.009], [-0.012, -0.291, 0.063], [0.237, 0.026, 0.025], [-0.017, 0.046, -0.115], [-0.181, 0.046, 0.210], [0.005, -0.030, -0.009], [0.012, 0.022, -0.016], [-0.008, 0.017, 0.007], [-0.010, -0.001, 0.016], [0.156, -0.103, -0.144], [-0.369, 0.263, 0.325], [-0.120, 0.156, -0.032], [0.076, -0.003, 0.010], [0.029, -0.041, -0.055], [-0.061, -0.007, 0.031], [0.047, 0.022, 0.005], [0.020, 0.012, -0.039], [-0.001, -0.043, -0.068], [0.168, 0.107, 0.267], [0.017, 0.024, 0.018], [0.021, 0.000, -0.027], [-0.013, -0.019, -0.017], [-0.032, 0.001, 0.030], [0.111, -0.044, 0.044], [-0.012, 0.011, -0.048], [0.035, -0.029, -0.088], [-0.114, 0.039, 0.070], [0.095, 0.141, 0.091], [-0.016, -0.137, 0.022], [-0.026, 0.086, -0.071], [0.015, -0.039, 0.032], [-0.031, 0.048, -0.025], [-0.094, -0.236, -0.088], [-0.036, 0.001, -0.018], [-0.019, -0.005, 0.010], [-0.029, 0.011, 0.003], [0.007, -0.018, 0.005], [-0.003, -0.003, 0.013], [-0.003, -0.017, 0.043], [0.017, -0.018, -0.015], [-0.033, 0.038, -0.024], [-0.019, 0.007, 0.007], [0.026, 0.010, 0.031], [0.022, 0.020, -0.003], [-0.017, -0.017, 0.016]]
}